ORCA calculation (ωB97M-V/def2-TZVPD) on the ion C5H13N6 with charge +1.

Last column: Löwdin charge in e.
Atoms and positions in Å:
C (-1.285, 1.576, 0.132)  -0.2038
C (-1.597, -0.894, 0.194)  -0.3612
C (0.867, -0.357, 0.065)  -0.6381
C (1.097, 0.125, -1.392)  -0.0092
C (2.008, -1.184, 0.554)  -0.0463
N (-1.478, 2.738, -0.175)  0.1831
N (-0.327, -1.200, 0.104)  0.1599
N (0.703, 0.724, 1.023)  0.0380
N (-2.035, 0.373, 0.037)  0.1445
N (-2.504, -1.842, 0.518)  0.2258
N (1.627, 1.712, 0.787)  0.0422
H (0.564, 1.144, -1.702)  0.1288
H (0.700, -0.717, -1.933)  0.0838
H (2.115, 0.344, -1.436)  0.0495
H (2.103, -2.225, -0.017)  0.1279
H (1.869, -1.448, 1.693)  0.1333
H (2.985, -0.641, 0.232)  0.1191
H (-2.256, 3.018, -0.673)  0.0467
H (-0.207, -2.196, -0.085)  0.1691
H (-2.978, 0.695, 0.325)  0.1795
H (-2.113, -2.730, 0.316)  0.1163
H (-3.412, -1.662, 0.165)  0.1210
H (1.756, 2.508, 1.373)  0.1028
H (1.798, 2.138, -0.106)  0.0874

* multiplicity: 1
* max |F|: 3.53 eV/Å
* net charge: +1
* energy relative to the best compared isomer or geometry (same formula, charge and spin): 4.925 eV
* frontier orbital gap (spin up / spin down): 8.39 / 8.10 eV